1.
The following is a quantum chemistry calculation of a molecular structure, C46H49InN10O9SeSi in a non-equilibrium geometry, from the Open Molecules 2025 dataset.

Structure (XYZ):
```
117
Properties=species:S:1:pos:R:3
In -1.80528 -0.12195 0.48370
C -2.60238 -0.17474 7.07139
C -3.91357 0.18240 6.74637
C -4.35918 0.15626 5.43378
C -3.46133 -0.22631 4.45037
C -3.58411 -0.36116 2.99561
N -2.37661 -0.67529 2.48469
C -1.47577 -0.87883 3.51161
N -0.31762 -1.44408 3.42445
C 0.24653 -1.77432 2.23575
C 1.16707 -2.84946 2.08708
C 1.67110 -3.79853 2.98609
C 2.46379 -4.80910 2.49684
C 2.76168 -4.89856 1.11742
C 2.27731 -3.98089 0.21830
C 1.47088 -2.93259 0.69695
C 0.75111 -1.88075 0.09311
N 0.83886 -1.50445 -1.25319
C -0.37940 -1.51151 -1.94457
N -1.57684 -1.45679 -1.35387
C -2.54203 -1.48849 -2.32599
N -3.87047 -1.42319 -2.16784
C -4.46219 -1.13036 -1.05121
N -3.88515 -0.89987 0.18651
C -4.84959 -0.57391 1.06433
N -4.74190 -0.30874 2.36957
C -6.14617 -0.60240 0.39565
C -7.43060 -0.31731 0.83635
C -8.47081 -0.43332 -0.06988
C -8.22679 -0.80405 -1.39759
C -6.94326 -1.06393 -1.84696
C -5.90141 -0.96439 -0.93520
C -1.90489 -1.57373 -3.60526
C -2.38907 -1.56345 -4.91568
C -1.47887 -1.58441 -5.95024
C -0.09057 -1.60086 -5.70232
C 0.40306 -1.59496 -4.41721
C -0.50976 -1.58773 -3.35636
N 0.01356 -1.22012 1.01137
C -2.14065 -0.56795 4.77418
C -1.70136 -0.55506 6.08886
H -2.28820 -0.14763 8.10839
H -4.58613 0.49598 7.53655
H -5.36974 0.44478 5.17348
H 1.42537 -3.72687 4.03893
H 2.86205 -5.56276 3.16720
H 3.38234 -5.71614 0.76695
H 2.49380 -4.07155 -0.83816
H -7.59294 0.00003 1.85904
H -9.48647 -0.22780 0.24866
H -9.06267 -0.87030 -2.08512
H -6.74492 -1.31654 -2.88052
H -3.45581 -1.50693 -5.09380
H -1.83105 -1.56471 -6.97570
H 0.59466 -1.60033 -6.54288
H 1.46924 -1.57658 -4.21976
H -0.67965 -0.82478 6.32385
C -2.60243 3.04917 3.49003
N -1.67040 3.64491 2.54873
C -0.87874 2.81268 1.79510
N -0.23194 3.43707 0.76148
O -0.62329 1.64562 2.12601
H -2.90002 3.79479 4.22875
H -2.10066 2.22682 3.99319
H -3.48868 2.66330 2.97989
H -2.06893 4.39084 1.99569
H -0.85176 4.01214 0.18124
H 0.25078 2.75804 0.18851
O -3.97836 1.72921 -1.98353
Se -2.87460 2.18014 -0.92695
O -2.56364 3.77038 -1.05407
O -1.45019 1.32037 -1.09253
O -3.27468 1.81504 0.61919
C 4.29748 0.17085 2.53811
C 4.00842 1.08954 1.35388
C 3.08962 2.22412 1.79762
C 5.30705 1.64956 0.76334
O 3.35526 0.27082 0.38793
Si 2.83928 0.49264 -1.14012
O 1.34459 -0.09315 -1.31655
O 2.80168 2.09022 -1.45660
C 2.22378 2.91219 -2.47841
C 0.94767 2.32192 -3.06799
C 3.28122 3.09703 -3.56824
C 1.91151 4.24942 -1.80771
O 3.95675 -0.09742 -2.19626
C 4.63222 -1.33755 -2.32824
C 4.87842 -2.00623 -0.97606
C 3.79242 -2.25093 -3.22070
C 5.97586 -1.03022 -2.99041
H 4.79564 0.72252 3.33797
H 4.93134 -0.66102 2.22427
H 3.35586 -0.23682 2.90847
H 3.54876 2.79845 2.60484
H 2.14664 1.80501 2.14909
H 2.88597 2.88535 0.95737
H 5.78045 2.34266 1.46090
H 5.07275 2.17136 -0.16548
H 6.00207 0.83700 0.53932
H 1.16344 1.41539 -3.63372
H 0.47261 3.05015 -3.72735
H 0.24857 2.05812 -2.27512
H 3.53535 2.12503 -3.99392
H 4.18718 3.52958 -3.13765
H 2.90487 3.75321 -4.35498
H 1.15394 4.10348 -1.03738
H 1.53096 4.97076 -2.53258
H 2.81265 4.65482 -1.34203
H 3.93431 -2.21815 -0.47639
H 5.45731 -1.34256 -0.33289
H 5.42734 -2.93947 -1.11207
H 2.79145 -2.33899 -2.79550
H 4.24525 -3.24212 -3.29141
H 3.70399 -1.82629 -4.22305
H 6.55340 -0.36460 -2.34626
H 5.82088 -0.53663 -3.95138
H 6.54409 -1.94856 -3.15144
```

## Properties
largest force on an atom = 2.19 eV Å⁻¹
net charge = -2
HOMO = -1.405 eV
HOMO-LUMO gap = 5.051 eV
ΔE to the lowest compared entry with this formula, charge and spin = 35.7 kJ/mol

=====

2.
The following is a quantum chemistry calculation of a molecular structure, C2H7BrN2 in a non-equilibrium geometry, from the Open Molecules 2025 dataset.

Structure (XYZ):
```
12
Properties=species:S:1:pos:R:3
C -0.44396 1.57761 -0.03252
C 1.28656 -0.05375 0.42219
N -0.86944 -0.69074 0.50109
N -0.08122 0.32017 0.22458
Br -2.65433 -0.40164 0.55973
H -1.47112 1.73182 0.04845
H 0.27228 2.32049 -0.12952
H -0.63344 -1.66490 -1.20708
H 1.50273 -0.50567 1.34118
H 1.48107 -1.09305 -0.08304
H 2.02691 0.70447 0.11410
H -0.41602 -2.24482 -1.75918
```

## Properties
largest force on an atom = 4.10 eV Å⁻¹
HOMO = -8.037 eV
HOMO-LUMO gap = 8.702 eV
ΔE to the lowest compared entry with this formula, charge and spin = 257.7 kJ/mol

=====

3.
The following is a quantum chemistry calculation of 7 unconnected molecules or ions with the total composition C43H93BBrN3O27PS7 in a non-equilibrium geometry, from the Open Molecules 2025 dataset.

Structure (XYZ):
```
176
Properties=species:S:1:pos:R:3
C -2.35647 -6.05237 8.43560
O -3.53328 -6.59052 7.89554
C -3.29411 -7.21651 6.63283
C -3.25449 -6.21787 5.46619
C -4.45292 -6.30858 4.52236
C -5.79891 -6.01070 5.19051
C -6.04081 -4.50078 5.39293
C -7.10193 -3.94417 4.45330
C -6.92416 -2.44848 4.18388
C -8.14557 -1.75882 3.54850
C -8.79353 -2.51127 2.37143
C -8.32985 -2.00372 0.99378
C -6.78786 -2.08079 0.87949
C -6.23167 -2.40932 -0.53038
C -5.45544 -3.72833 -0.70755
O -4.05325 -3.62390 -0.86200
C -3.19405 -3.02358 0.12382
C -2.88037 -1.60509 -0.41353
C -1.75803 -0.86634 0.31127
S -1.25480 0.47370 -0.84784
C -0.12402 1.39961 0.09181
N 0.32193 1.23077 1.28931
N 1.16897 2.30539 1.50603
C 1.19755 3.02955 0.45985
O 0.37277 2.48360 -0.53086
C -3.77525 -2.83956 1.56391
O -3.91256 -3.85363 2.27622
O -4.07139 -1.66874 1.89638
C -1.88457 -3.91994 0.12832
C -1.09208 -3.60020 -1.17387
C -0.11519 -4.61134 -1.73675
O -0.31898 -5.58819 -2.34860
Br 1.83403 -4.10600 -1.52236
O -1.22897 -3.57637 1.34971
C 0.10613 -3.96468 1.47242
B -2.33216 -5.47220 0.21251
C -2.38169 -6.29262 1.56400
O -2.70743 -6.12617 -0.93514
P -6.05846 -5.12071 0.42723
N -5.79641 -6.49365 -0.59026
O -7.72874 -4.90319 0.28234
H -2.62842 -5.31515 9.19083
H -1.72139 -6.82505 8.88984
H -1.75018 -5.53332 7.68350
H -2.32933 -7.73659 6.71235
H -4.05105 -7.98617 6.47759
H -3.11929 -5.20826 5.85966
H -2.36110 -6.43896 4.87230
H -4.29626 -5.62225 3.68719
H -4.46611 -7.32460 4.10647
H -5.82509 -6.52714 6.15778
H -6.58580 -6.47784 4.59062
H -5.08817 -3.98657 5.24735
H -6.33756 -4.35102 6.43558
H -8.12235 -4.18439 4.77141
H -6.96127 -4.46525 3.49624
H -6.72607 -1.97519 5.15603
H -6.00403 -2.32337 3.60849
H -7.82851 -0.75064 3.26131
H -8.90761 -1.64006 4.32689
H -8.68453 -3.59148 2.43084
H -9.87299 -2.31292 2.42400
H -8.67671 -0.96821 0.91580
H -8.81169 -2.56777 0.19242
H -6.37543 -2.71130 1.66133
H -6.43378 -1.07545 1.11466
H -5.63828 -1.56311 -0.87461
H -7.08918 -2.42947 -1.20989
H -5.78129 -4.11561 -1.68632
H -3.76281 -0.97720 -0.31617
H -2.67465 -1.64356 -1.48971
H -0.86280 -1.44139 0.51592
H -2.10566 -0.39884 1.22675
H 1.73713 3.94276 0.28945
H -1.84433 -3.47533 -1.95543
H -0.55247 -2.65481 -1.12998
H 0.33606 -4.93676 1.02004
H 0.33302 -4.04396 2.53848
H 0.79914 -3.22139 1.05849
H -3.43259 -6.38368 1.83801
H -2.01062 -7.31461 1.37952
H -1.79321 -5.86818 2.37283
H -2.58801 -7.06947 -0.78688
H -6.08899 -7.30161 -0.05500
H -6.28349 -6.45494 -1.48519
H -8.11291 -5.73852 -0.00200
O -5.31669 5.60750 1.52360
S -4.22691 6.49701 1.78177
O -3.74446 7.36648 0.75232
O -3.01546 5.67283 2.39042
C -2.52962 4.52120 1.65861
C -1.71699 4.90283 0.43873
C -4.57577 7.45685 3.21644
H -3.36728 3.87482 1.39346
H -1.91012 3.97409 2.36655
H -2.33376 5.39640 -0.31153
H -1.27916 4.01827 -0.01306
H -0.91775 5.59556 0.70781
H -4.91686 6.79564 4.00798
H -5.35799 8.16229 2.94512
H -3.67456 7.98866 3.50899
O 7.54230 -2.51254 -4.07032
S 7.92321 -2.98858 -2.77495
O 8.75130 -4.14864 -2.64877
O 6.62059 -3.16642 -1.88674
C 5.54490 -3.98680 -2.40108
C 5.84774 -5.46848 -2.31711
C 8.63920 -1.67415 -1.84825
H 5.30789 -3.68625 -3.42252
H 4.68428 -3.74890 -1.78164
H 6.66768 -5.74634 -2.97839
H 4.96618 -6.04112 -2.60542
H 6.13469 -5.74399 -1.30223
H 7.99779 -0.80049 -1.92163
H 9.61381 -1.46980 -2.28591
H 8.75014 -1.99470 -0.81605
O 6.01537 4.76488 -3.11684
S 4.68789 5.17592 -3.46474
O 3.80554 5.69403 -2.46463
O 3.96986 3.98437 -4.23487
C 3.92348 2.69335 -3.58735
C 2.90795 2.64333 -2.46551
C 4.74949 6.30547 -4.81166
H 4.92181 2.42475 -3.23805
H 3.65112 1.98951 -4.37117
H 3.19598 3.29772 -1.64420
H 2.82323 1.62877 -2.07556
H 1.92976 2.97079 -2.81612
H 5.39722 5.90163 -5.58499
H 5.15573 7.23961 -4.43023
H 3.74064 6.45990 -5.18470
O 10.04198 8.77497 -6.64119
S 9.18302 7.86139 -7.33291
O 7.86468 7.59506 -6.84831
O 9.94917 6.47655 -7.52657
C 10.48118 5.82848 -6.34809
C 9.40589 5.17700 -5.50372
C 9.09906 8.31408 -9.03017
H 11.06297 6.54606 -5.76594
H 11.17158 5.07560 -6.72527
H 8.74082 5.91842 -5.06424
H 9.85857 4.60691 -4.69272
H 8.79595 4.50818 -6.11063
H 10.10751 8.48574 -9.40276
H 8.51390 9.22937 -9.08445
H 8.60439 7.51744 -9.57958
O 12.57212 9.32973 -9.79907
S 13.65008 8.89565 -8.95843
O 14.65224 9.82368 -8.53628
O 14.35521 7.64532 -9.65141
C 14.81557 7.79875 -11.00931
C 16.08280 8.62469 -11.10902
C 13.00411 8.05162 -7.56243
H 14.01531 8.21971 -11.62040
H 14.99989 6.78624 -11.36329
H 15.90715 9.65928 -10.81865
H 16.45199 8.61681 -12.13498
H 16.85355 8.22457 -10.45041
H 12.26512 7.33433 -7.90656
H 12.53657 8.79556 -6.92191
H 13.81892 7.55944 -7.03699
O -10.42531 -1.55171 7.71732
S -9.17326 -0.88171 7.90244
O -7.94406 -1.60782 7.91996
O -9.27166 0.00339 9.22979
C -9.65540 -0.66444 10.44552
C -8.53743 -1.50672 11.02898
C -9.03560 0.43805 6.74851
H -10.55237 -1.26058 10.26740
H -9.92357 0.13264 11.13713
H -8.29448 -2.34800 10.38193
H -8.83574 -1.89985 12.00177
H -7.63185 -0.91189 11.14768
H -9.95664 1.01447 6.75862
H -8.87629 -0.01272 5.77075
H -8.18236 1.05338 7.02116
```

## Properties
largest force on an atom = 1.48 eV Å⁻¹
net charge = -1
HOMO = -5.412 eV
HOMO-LUMO gap = 6.697 eV